Molecular formula: C4H10N4
Method: DFT, the ωB97M-V functional and the def2-TZVPD basis

The geometry in XYZ format:
```
18
C4H10N4, DFT the ωB97M-V functional and the def2-TZVPD basis
H -0.13 -0.41 -2.67
N 0.85 -0.54 -2.34
C 0.97 -0.11 -1.17
C 2.34 0.02 -0.57
N -0.16 0.30 -0.46
C -0.56 -0.07 0.89
C 0.49 -1.06 1.42
N -1.55 0.38 1.53
N -2.39 1.02 0.63
H 2.86 -1.00 -0.63
H 2.97 0.76 -1.25
H 2.34 0.56 0.35
H -1.03 0.76 -0.89
H 1.05 -1.29 0.58
H 0.08 -1.98 1.79
H 1.02 -0.59 2.20
H -3.22 0.46 0.58
H -2.64 1.94 1.06
```

Computed properties:
total charge = 0
spin multiplicity = 1
structure (SMILES) = [H]/N=C(/C)N/C(C)=N\N
Kohn-Sham gap = 9.7 eV
M = 114.15 u
LUMO energy = 0.03408 Ha
relative energy (zero: lowest compared OMol25 entry of this formula, charge and spin) = 56.7 kcal/mol

Molecular formula: C4H10N4
Method: DFT, the ωB97M-V functional and the def2-TZVPD basis

The geometry in XYZ format:
```
18
C4H10N4, DFT the ωB97M-V functional and the def2-TZVPD basis
C 1.87 1.28 -0.58
C 0.93 0.41 0.36
N -0.58 1.27 0.71
N -1.41 0.41 0.44
C -2.91 0.57 0.52
N -0.97 -0.81 0.03
N 0.28 -0.80 -0.01
C 0.97 -2.05 -0.40
H 2.09 2.39 -0.24
H 2.84 0.90 -0.47
H 1.50 1.33 -1.59
H 1.43 0.61 1.30
H -3.21 1.58 0.26
H -3.11 0.26 1.48
H -3.32 -0.17 -0.28
H 1.71 -2.34 0.36
H 0.24 -2.89 -0.59
H 1.66 -1.94 -1.29
```

Computed properties:
total charge = +2
spin multiplicity = 1
structure (SMILES) = C[C@H]1N=[N+](C)N=[N+]1C
Kohn-Sham gap = 9.2 eV
M = 114.15 u
LUMO energy = -0.45567 Ha
relative energy (zero: lowest compared OMol25 entry of this formula, charge and spin) = 158.3 kcal/mol

Molecular formula: C4H10N4O
Method: DFT, the ωB97M-V functional and the def2-TZVPD basis

The geometry in XYZ format:
```
19
C4H10N4O, DFT the ωB97M-V functional and the def2-TZVPD basis
C 0.20 1.26 1.33
N -0.04 1.26 -0.09
C -1.68 1.45 -0.58
O -1.83 2.25 -1.47
H 0.52 1.92 -0.62
H -2.25 1.47 0.37
H -0.26 0.37 1.77
H 1.27 1.26 1.57
H -0.27 2.13 1.80
C 1.78 -1.41 -0.64
C 0.31 -1.38 -0.35
N -0.37 -0.34 -1.08
N -1.67 -0.22 -0.90
N -0.37 -2.17 0.37
H -1.99 -0.72 -0.06
H 0.19 -2.90 0.79
H 1.94 -1.75 -1.66
H 2.20 -0.41 -0.57
H 2.30 -2.07 0.05
```

Computed properties:
total charge = 0
spin multiplicity = 1
Kohn-Sham gap (spin up / spin down) = 8.0 / 8.0 eV
M = 130.15 u
LUMO energy (spin up / spin down) = -0.02213 / -0.02216 Ha
relative energy (zero: lowest compared OMol25 entry of this formula, charge and spin) = 116.9 kcal/mol

Molecular formula: C4H10N4O
Method: DFT, the ωB97M-V functional and the def2-TZVPD basis

The geometry in XYZ format:
```
19
C4H10N4O, DFT the ωB97M-V functional and the def2-TZVPD basis
H 3.31 2.62 0.91
N 3.85 1.74 0.80
N 3.32 0.90 0.10
N 2.10 0.77 -0.26
C 1.55 0.43 -1.35
H 0.51 0.14 -1.32
H 2.06 0.52 -2.30
C -0.16 -0.79 1.29
C -1.27 -0.41 0.68
C -2.39 0.43 1.11
O -1.73 -0.76 -0.71
N -1.02 -1.66 -1.55
H 0.55 -1.46 0.83
H 0.01 -0.49 2.31
H -2.08 1.45 1.34
H -2.94 -0.02 1.94
H -3.00 0.47 0.17
H -1.15 -1.30 -2.49
H -1.50 -2.57 -1.49
```

Computed properties:
total charge = 0
spin multiplicity = 1
structure (SMILES) = [H]/N=N\N=C.C=C(C)ON
Kohn-Sham gap = 9.2 eV
M = 130.15 u
LUMO energy = 0.01439 Ha
relative energy (zero: lowest compared OMol25 entry of this formula, charge and spin) = 154.6 kcal/mol

Molecular formula: C4H10N5O
Method: DFT, the ωB97M-V functional and the def2-TZVPD basis

The geometry in XYZ format:
```
20
C4H10N5O, DFT the ωB97M-V functional and the def2-TZVPD basis
C -0.36 0.98 -1.22
C -1.55 0.53 0.65
C 0.76 0.17 -0.77
C 0.63 0.15 0.76
N -1.50 1.07 -0.61
N -0.52 0.20 1.40
N -2.82 0.37 1.09
N 1.80 -0.01 1.33
N 2.08 0.67 -1.13
O -0.48 -2.31 -0.52
H -0.32 1.54 -2.17
H 0.70 -1.01 -0.99
H -3.51 0.94 0.59
H -2.98 0.30 2.07
H 2.14 0.03 2.19
H -1.24 -2.53 0.01
H 2.42 0.40 -2.06
H 2.47 -0.11 0.61
H 2.13 1.60 -0.97
H 0.15 -2.96 -0.26
```

Computed properties:
total charge = +1
spin multiplicity = 1
Kohn-Sham gap = 9.0 eV
M = 144.16 u
LUMO energy = -0.17682 Ha
relative energy (zero: lowest compared OMol25 entry of this formula, charge and spin) = 10.2 kcal/mol

Molecular formula: C4H10N6S
Method: DFT, the ωB97M-V functional and the def2-TZVPD basis

The geometry in XYZ format:
```
21
C4H10N6S, DFT the ωB97M-V functional and the def2-TZVPD basis
C -2.34 0.92 -0.10
C 1.14 -0.01 -0.06
C -3.59 0.19 -0.11
C -1.48 -1.23 -0.05
N -0.05 0.70 -0.04
N -1.21 0.10 -0.10
N 1.18 -1.32 -0.09
N 2.32 0.75 -0.11
N -2.09 2.21 0.09
N 2.48 -1.91 0.05
S -3.11 -1.63 0.15
H -4.28 0.56 0.65
H -3.97 0.26 -1.08
H -0.77 -2.06 -0.03
H 2.11 1.66 -0.39
H 3.08 0.36 -0.70
H -2.73 2.95 -0.21
H -1.12 2.56 0.26
H 3.35 -1.29 0.15
H 2.71 -2.52 -0.87
H 2.40 -2.47 0.84
```

Computed properties:
total charge = +2
spin multiplicity = 1
Kohn-Sham gap = 7.1 eV
M = 174.23 u
LUMO energy = -0.32685 Ha
relative energy (zero: lowest compared OMol25 entry of this formula, charge and spin) = 0.0 kcal/mol

Molecular formula: C4H10NO
Method: DFT, the ωB97M-V functional and the def2-TZVPD basis

The geometry in XYZ format:
```
16
C4H10NO, DFT the ωB97M-V functional and the def2-TZVPD basis
N 0.32 1.57 -1.28
C -0.86 1.08 -0.50
C -1.17 -0.41 -0.55
C 0.08 -1.27 -0.24
C 0.59 -1.10 1.22
O 1.10 0.13 1.46
H 1.11 1.36 -0.67
H 0.43 0.95 -2.08
H -1.68 1.72 -0.87
H -0.59 1.28 0.54
H -2.01 -0.57 0.14
H -1.54 -0.70 -1.55
H -0.08 -2.33 -0.47
H 0.87 -0.88 -0.87
H -0.26 -1.32 1.91
H 1.36 -1.89 1.33
```

Computed properties:
total charge = -1
spin multiplicity = 1
structure (SMILES) = NCCCC[O-]
Kohn-Sham gap = 6.8 eV
M = 88.13 u
LUMO energy = 0.16228 Ha
relative energy (zero: lowest compared OMol25 entry of this formula, charge and spin) = 6.6 kcal/mol

Molecular formula: C4H10NO
Method: DFT, the ωB97M-V functional and the def2-TZVPD basis

The geometry in XYZ format:
```
16
C4H10NO, DFT the ωB97M-V functional and the def2-TZVPD basis
C -2.94 0.83 0.16
C -1.62 0.70 -0.57
C -0.60 -0.25 0.09
N 0.76 0.18 -0.02
C 1.81 -0.90 0.22
O 3.03 -0.51 -0.02
H -3.32 -0.12 0.57
H -2.97 1.52 1.01
H -3.75 1.02 -0.56
H -1.72 0.40 -1.61
H -1.13 1.67 -0.66
H -0.67 -1.22 -0.42
H -0.97 -0.50 1.12
H 0.96 0.91 0.65
H 1.61 -1.26 1.27
H 1.43 -1.76 -0.39
```

Computed properties:
total charge = -1
spin multiplicity = 1
structure (SMILES) = CCCNC[O-]
Kohn-Sham gap = 5.9 eV
M = 88.13 u
LUMO energy = 0.13647 Ha
relative energy (zero: lowest compared OMol25 entry of this formula, charge and spin) = 14.6 kcal/mol